Entry 1:
Molecular formula: C3H4O2S
Method: DFT, ωB97M-V/def2-TZVPD

Geometry (Å):
O -2.42777 -0.44826 -0.48820
C -1.45523 0.33223 -0.26694
O -1.28829 1.47493 -0.77573
C -0.21991 -0.56905 0.03592
C 1.12744 0.30902 0.29421
S 2.59687 -0.66366 0.87940
H -0.08602 -1.36858 -0.67802
H -0.51859 -0.98731 1.01785
H 1.40418 0.72982 -0.82648
H 0.86731 1.19085 0.80799

Summary:
- SMILES: O=C([O-])CC[S-]
- Energy above the lowest of the compared OMol25 structures with the same formula, charge and spin: 102.4 kJ/mol
- Total charge: -2
- HOMO: 0.9 eV
- HOMO-LUMO gap: 5.38 eV
- Multiplicity: 1
- Calculated total energy: -18104.464 eV

Entry 2:
Molecular formula: C3H4O2S
Method: DFT, ωB97M-V/def2-TZVPD

Geometry (Å):
C -0.70949 -1.74545 -0.67997
C -0.28675 -1.08174 0.58155
C 0.03975 0.09765 -0.43778
O -1.15819 -2.78804 -0.95933
O -0.50339 -0.65866 -1.51334
S -0.87186 1.66295 -0.35712
H -1.18953 -0.99996 1.32911
H 0.58916 -1.48973 1.18288
H 1.05395 0.11221 -0.67835
H -0.65643 2.07692 -1.61030

Summary:
- Energy above the lowest of the compared OMol25 structures with the same formula, charge and spin: 108.2 kJ/mol
- Total charge: 0
- HOMO: -9.9 eV
- HOMO-LUMO gap: 10.57 eV
- Multiplicity: 1
- Calculated total energy: -18104.944 eV

Entry 3:
Molecular formula: C3H4O2S
Method: DFT, ωB97M-V/def2-TZVPD

Geometry (Å):
C -0.57452 -0.07029 -0.42725
C -0.14441 0.82043 0.47433
C 0.30924 -0.99830 -1.17391
O 1.02312 0.70322 1.28032
O -0.79189 1.46365 2.96274
S 0.02984 1.93844 1.87550
H 0.63368 -0.62265 -2.17085
H 1.17609 -1.19824 -0.55950
H -0.09714 -1.96633 -1.26903
H -1.56401 -0.06992 -0.99235

Summary:
- Energy above the lowest of the compared OMol25 structures with the same formula, charge and spin: 320.8 kJ/mol
- Total charge: 0
- HOMO: -9.4 eV
- HOMO-LUMO gap: 9.75 eV
- Multiplicity: 1
- Calculated total energy: -18102.741 eV

Entry 4:
Molecular formula: C3H4O2S
Method: DFT, ωB97M-V/def2-TZVPD

Geometry (Å):
C 1.32998 -0.67356 -0.23306
C 1.96498 -1.43420 -0.94935
C 0.72031 0.34382 0.67804
O -3.25370 0.73201 0.91125
O -2.61446 1.14053 -1.44893
S -2.51269 0.33910 -0.25722
H 1.60025 0.77595 1.22531
H 0.20575 1.10649 0.10038
H 0.14102 -0.09559 1.38279
H 2.41855 -2.23454 -1.40920

Summary:
- Energy above the lowest of the compared OMol25 structures with the same formula, charge and spin: 261.3 kJ/mol
- Total charge: 0
- HOMO: -10.2 eV
- HOMO-LUMO gap: 9.00 eV
- Multiplicity: 1
- Calculated total energy: -18103.357 eV

Entry 5:
Molecular formula: C3H4O2S
Method: DFT, ωB97M-V/def2-TZVPD

Geometry (Å):
C 1.00331 -0.09447 -0.86465
C -0.01935 0.09550 -0.04754
C -0.85986 1.14651 0.56449
O -0.34540 -2.57157 -0.91740
O 1.34903 -2.23238 0.80361
S 0.47572 -1.64718 -0.18659
H 1.91558 1.22772 -1.57917
H -0.57093 1.63296 1.42416
H -1.70282 0.60336 0.94760
H -1.24528 1.83954 -0.14451

Summary:
- Energy above the lowest of the compared OMol25 structures with the same formula, charge and spin: 637.1 kJ/mol
- Total charge: 0
- HOMO: -10.0 eV
- HOMO-LUMO gap: 9.10 eV
- Multiplicity: 1
- Calculated total energy: -18099.462 eV

Entry 6:
Molecular formula: C3H4O2S2
Method: DFT, ωB97M-V/def2-TZVPD

Geometry (Å):
C -0.41314 1.50012 0.70770
O -0.86732 0.12942 0.96888
C -0.28880 -0.89099 0.38672
S -0.78921 -2.38301 0.74547
C 0.83966 -0.56422 -0.57988
O 1.69705 0.16704 -0.26947
S 0.73609 -1.25718 -2.19363
H 0.37409 1.89484 1.57866
H 0.06411 1.62009 -0.43067
H -1.38954 2.14647 0.74925
H 0.03701 -2.36258 -1.66305

Summary:
- SMILES: COC(=S)C(=O)S
- Energy above the lowest of the compared OMol25 structures with the same formula, charge and spin: 182.7 kJ/mol
- Total charge: 0
- HOMO: -9.3 eV
- HOMO-LUMO gap: 8.75 eV
- Multiplicity: 1
- Calculated total energy: -28939.159 eV

Entry 7:
Molecular formula: C3H4O2Tb
Method: DFT, ωB97M-V/def2-TZVPD

Geometry (Å):
C -1.98408 1.06878 0.21757
O -0.70456 1.58819 0.29464
C 1.98852 -2.41311 0.07660
C 2.39292 -1.32336 -0.32995
O 2.33670 -0.08291 -0.57906
Tb 1.25861 1.89729 -0.53333
H -2.73449 1.76396 0.63948
H -2.32292 0.83472 -0.80955
H -2.02078 0.12358 0.79281
H 1.79010 -3.45715 0.23078

Summary:
- Energy above the lowest of the compared OMol25 structures with the same formula, charge and spin: 0.0 kJ/mol
- Total charge: +1
- HOMO (spin up / spin down): -12.7 / -11.9 eV
- HOMO-LUMO gap (spin up / spin down): 4.93 / 7.21 eV
- Multiplicity: 7
- Calculated total energy: -29694.310 eV

Entry 8:
Molecular formula: C3H4O2Tl
Method: DFT, ωB97M-V/def2-TZVPD

Geometry (Å):
O 1.16805 0.42827 -0.47699
C -0.23182 0.56012 -0.36686
Tl -1.38154 2.45276 0.56680
O -0.96141 0.17921 -1.28420
C 1.55091 -0.27149 0.70868
H 2.16469 -1.13120 0.38674
H 2.13920 0.37563 1.38110
C 0.26167 -0.71031 1.33496
H -0.10392 -1.71475 1.09828
H 0.00840 -0.32779 2.32862

Summary:
- Energy above the lowest of the compared OMol25 structures with the same formula, charge and spin: 251.1 kJ/mol
- Total charge: 0
- HOMO (spin up / spin down): -6.8 / -8.1 eV
- HOMO-LUMO gap (spin up / spin down): 6.28 / 7.37 eV
- Multiplicity: 2
- Calculated total energy: -11960.409 eV